1.
One molecule with the formula C26H26N4O6S. Source: OMol25; level of theory: ωB97M-V/def2-TZVPD.

The geometry in XYZ format:
```
63
Properties=species:S:1:pos:R:3
C 3.2269 -6.2214 3.2365
H 2.9476 -6.9357 2.4525
O 4.0035 -5.1724 2.7120
C 3.4323 -4.5123 1.6098
C 2.2604 -3.5958 1.9783
C 1.7759 -2.8277 0.7521
N 0.6435 -1.9779 1.0739
C -0.5953 -2.4915 1.2739
N -1.6475 -1.8279 1.5744
C -1.5512 -0.4655 1.6814
C -2.6851 0.2834 2.0090
C -2.6046 1.6559 2.0584
C -1.4045 2.3109 1.7845
C -0.2770 1.5858 1.4756
C -0.3360 0.1913 1.4278
C 0.8454 -0.5891 1.0920
O 1.9344 -0.1243 0.8204
H 0.6676 2.0648 1.2661
H -1.3692 3.3889 1.8093
H -3.4808 2.2372 2.3018
H -3.6069 -0.2377 2.2146
S -0.8341 -4.2422 0.9969
C -1.9503 -4.0912 -0.4530
H -1.8521 -5.0384 -0.9800
H -2.9700 -3.9395 -0.1055
C -1.3984 -2.9393 -1.2778
O -0.3184 -3.0118 -1.8248
N -2.1901 -1.8383 -1.2558
C -1.8288 -0.5048 -1.5098
C -2.7897 0.4726 -1.2890
C -2.4605 1.8097 -1.3982
C -1.1676 2.1874 -1.7237
C -0.1993 1.1959 -1.9864
C -0.5365 -0.1420 -1.8805
H 0.1929 -0.9120 -2.0606
O 1.0367 1.6588 -2.3242
C 2.1034 0.7365 -2.4099
H 2.9786 1.3302 -2.6685
H 1.9281 -0.0101 -3.1890
H 2.2700 0.2439 -1.4486
N -0.7506 3.5140 -1.8004
C -1.4029 4.6304 -1.3746
O -2.5149 4.6534 -0.8801
C -0.6160 5.8584 -1.5721
C -0.9454 7.1587 -1.2843
C 0.1623 7.9414 -1.6726
C 1.0833 7.0666 -2.1663
O 0.6273 5.8088 -2.1115
H 2.0653 7.2142 -2.5713
H 0.2610 9.0045 -1.5961
H -1.8662 7.4913 -0.8524
H 0.1998 3.6240 -2.1320
H -3.1953 2.5715 -1.2026
H -3.7929 0.1902 -1.0075
H -3.0896 -1.9254 -0.8024
H 2.5638 -2.1658 0.3860
H 1.4841 -3.5153 -0.0465
H 2.5859 -2.8947 2.7497
H 1.4372 -4.1928 2.3787
H 4.2436 -3.9146 1.1856
H 3.1007 -5.2443 0.8576
H 2.3159 -5.8581 3.7240
H 3.8504 -6.7207 3.9757
```

Computed properties:
- lowest unoccupied orbital energy (eV) = 0.26
- largest force on an atom (eV Å⁻¹) = 1.3
- E_tot (a.u.) = -2075.06728
- 2S+1 = 1
- energy above the lowest of the compared OMol25 structures with the same formula, charge and spin (kcal per mole) = 3.5
- highest occupied orbital energy (eV) = -7.6426

These are the Mulliken partial charges, in e, on atoms 1 to 4: C -0.653; H 0.293; O -0.387; C -0.630

***

2.
A 2-piece molecular cluster, H3N2O2P overall. Source: OMol25; level of theory: ωB97M-V/def2-TZVPD.

The geometry in XYZ format:
```
8
Properties=species:S:1:pos:R:3
N 1.5924 -0.6216 0.5759
N -1.6340 -0.0341 -0.0942
O -2.2172 -0.4486 0.8817
O -1.6476 -0.5080 -1.2187
P -0.5392 1.3367 0.1170
H 2.1039 0.0348 1.1302
H 2.1681 -0.7978 -0.2317
H 0.1737 1.0386 -1.1602
```

Computed properties:
- lowest unoccupied orbital energy (spin up / spin down) (eV) = -2.15 / -1.37
- largest force on an atom (eV Å⁻¹) = 2.0
- E_tot (a.u.) = -602.91294
- 2S+1 = 1
- energy above the lowest of the compared OMol25 structures with the same formula, charge and spin (kcal per mole) = 156.3
- highest occupied orbital energy (spin up / spin down) (eV) = -10.4882 / -9.6907

These are the Mulliken partial charges, in e, on atoms 1 to 4: N -0.477; N 0.869; O -0.530; O -0.516

***

The highest largest force on an atom belongs to which entry?
H3N2O2P

***

Please write out number 1 again, unchanged.
One molecule with the formula C26H26N4O6S. Source: OMol25; level of theory: ωB97M-V/def2-TZVPD.

The geometry in XYZ format:
```
63
Properties=species:S:1:pos:R:3
C 3.2269 -6.2214 3.2365
H 2.9476 -6.9357 2.4525
O 4.0035 -5.1724 2.7120
C 3.4323 -4.5123 1.6098
C 2.2604 -3.5958 1.9783
C 1.7759 -2.8277 0.7521
N 0.6435 -1.9779 1.0739
C -0.5953 -2.4915 1.2739
N -1.6475 -1.8279 1.5744
C -1.5512 -0.4655 1.6814
C -2.6851 0.2834 2.0090
C -2.6046 1.6559 2.0584
C -1.4045 2.3109 1.7845
C -0.2770 1.5858 1.4756
C -0.3360 0.1913 1.4278
C 0.8454 -0.5891 1.0920
O 1.9344 -0.1243 0.8204
H 0.6676 2.0648 1.2661
H -1.3692 3.3889 1.8093
H -3.4808 2.2372 2.3018
H -3.6069 -0.2377 2.2146
S -0.8341 -4.2422 0.9969
C -1.9503 -4.0912 -0.4530
H -1.8521 -5.0384 -0.9800
H -2.9700 -3.9395 -0.1055
C -1.3984 -2.9393 -1.2778
O -0.3184 -3.0118 -1.8248
N -2.1901 -1.8383 -1.2558
C -1.8288 -0.5048 -1.5098
C -2.7897 0.4726 -1.2890
C -2.4605 1.8097 -1.3982
C -1.1676 2.1874 -1.7237
C -0.1993 1.1959 -1.9864
C -0.5365 -0.1420 -1.8805
H 0.1929 -0.9120 -2.0606
O 1.0367 1.6588 -2.3242
C 2.1034 0.7365 -2.4099
H 2.9786 1.3302 -2.6685
H 1.9281 -0.0101 -3.1890
H 2.2700 0.2439 -1.4486
N -0.7506 3.5140 -1.8004
C -1.4029 4.6304 -1.3746
O -2.5149 4.6534 -0.8801
C -0.6160 5.8584 -1.5721
C -0.9454 7.1587 -1.2843
C 0.1623 7.9414 -1.6726
C 1.0833 7.0666 -2.1663
O 0.6273 5.8088 -2.1115
H 2.0653 7.2142 -2.5713
H 0.2610 9.0045 -1.5961
H -1.8662 7.4913 -0.8524
H 0.1998 3.6240 -2.1320
H -3.1953 2.5715 -1.2026
H -3.7929 0.1902 -1.0075
H -3.0896 -1.9254 -0.8024
H 2.5638 -2.1658 0.3860
H 1.4841 -3.5153 -0.0465
H 2.5859 -2.8947 2.7497
H 1.4372 -4.1928 2.3787
H 4.2436 -3.9146 1.1856
H 3.1007 -5.2443 0.8576
H 2.3159 -5.8581 3.7240
H 3.8504 -6.7207 3.9757
```

Computed properties:
- lowest unoccupied orbital energy (eV) = 0.26
- largest force on an atom (eV Å⁻¹) = 1.3
- E_tot (a.u.) = -2075.06728
- 2S+1 = 1
- energy above the lowest of the compared OMol25 structures with the same formula, charge and spin (kcal per mole) = 3.5
- highest occupied orbital energy (eV) = -7.6426

These are the Mulliken partial charges, in e, on atoms 1 to 4: C -0.653; H 0.293; O -0.387; C -0.630

***

Repeat the second record exactly.
A 2-piece molecular cluster, H3N2O2P overall. Source: OMol25; level of theory: ωB97M-V/def2-TZVPD.

The geometry in XYZ format:
```
8
Properties=species:S:1:pos:R:3
N 1.5924 -0.6216 0.5759
N -1.6340 -0.0341 -0.0942
O -2.2172 -0.4486 0.8817
O -1.6476 -0.5080 -1.2187
P -0.5392 1.3367 0.1170
H 2.1039 0.0348 1.1302
H 2.1681 -0.7978 -0.2317
H 0.1737 1.0386 -1.1602
```

Computed properties:
- lowest unoccupied orbital energy (spin up / spin down) (eV) = -2.15 / -1.37
- largest force on an atom (eV Å⁻¹) = 2.0
- E_tot (a.u.) = -602.91294
- 2S+1 = 1
- energy above the lowest of the compared OMol25 structures with the same formula, charge and spin (kcal per mole) = 156.3
- highest occupied orbital energy (spin up / spin down) (eV) = -10.4882 / -9.6907

These are the Mulliken partial charges, in e, on atoms 1 to 4: N -0.477; N 0.869; O -0.530; O -0.516